Density functional theory data (the ωB97M-V functional and the def2-TZVPD basis) for a structure of composition C41H58HfN7O3PS2.

F_max = 0.573 eV/A
total charge = +2
HOMO level = -12.842 eV
E_tot = -92293.987 eV
frontier orbital gap = 7.2364 eV
relative energy (zero: lowest compared OMol25 entry of this formula, charge and spin) = 12.4 kJ/mol

Geometry as XYZ:
```
113
C41H58HfN7O3PS2 (the ωB97M-V functional and the def2-TZVPD basis)
C -3.53 -0.73 -2.78
H 4.68 2.11 -2.48
C -3.44 -1.84 -0.52
H 4.65 2.37 1.06
C 3.43 -1.62 2.61
C -4.09 -3.02 -0.90
H -5.44 -0.10 0.05
C -1.71 -2.12 3.67
C 2.78 -3.81 -0.78
H -0.39 4.00 -0.15
C 4.94 1.50 0.47
C 3.28 3.68 -2.83
C 1.87 2.64 -0.65
H 3.02 0.53 0.43
H 4.16 -1.75 3.41
C 2.13 4.30 -2.38
C 1.42 -1.13 4.63
H -4.76 -3.00 -1.75
C 1.41 3.81 -1.30
H -2.51 -1.10 -2.97
H -1.14 -1.23 3.40
H 2.98 -2.59 2.37
C -0.71 0.71 -6.09
H -0.11 -4.42 1.60
H -2.00 -4.12 3.08
C -5.24 -0.18 -1.02
C -2.77 2.14 3.35
S 0.54 -1.71 -1.29
H 2.82 -2.76 -0.51
S -0.92 1.52 -1.72
C -0.32 2.69 2.27
O 1.08 -0.40 2.00
C 0.67 5.88 -0.08
Hf -0.07 0.26 0.41
C -0.81 3.53 3.24
H -5.93 -0.92 -1.44
C -0.88 1.14 -3.39
H 1.23 -5.22 -0.93
H -1.33 -2.49 4.62
C 0.35 -3.44 -1.13
H -0.45 -5.88 -2.11
N 1.40 -4.22 -0.94
H 3.39 -0.65 -1.78
H -3.08 -5.07 1.56
H 1.04 -2.14 4.47
N -0.84 -3.97 -1.32
H 3.24 -4.40 0.01
H -2.49 3.91 4.53
H 3.83 4.08 -3.67
N -0.13 0.13 -3.90
C -1.08 -5.41 -1.36
C 3.74 0.92 -0.30
N -1.01 1.62 1.86
H -3.15 0.23 -0.92
H 3.23 1.57 2.62
H 1.79 5.20 -2.87
H -0.24 5.78 -2.62
H -2.06 2.40 -6.14
N -1.97 -0.63 1.03
C -2.46 -3.04 1.36
C -1.60 -3.22 2.61
C 4.21 -0.23 -1.19
H -3.65 0.22 -3.28
H -3.75 1.88 3.74
C 0.98 2.90 1.53
H -2.75 -1.82 3.82
C 0.20 4.62 -0.83
C 3.06 2.03 -1.07
H -0.19 6.43 0.30
H 0.60 -0.49 4.94
H -0.91 -5.87 -0.38
H -2.12 -5.57 -1.63
H -0.22 4.39 3.54
H -1.61 5.52 -1.57
H 0.33 -0.49 -3.24
C -2.20 1.33 2.39
C -3.16 -4.18 0.96
C -3.79 -0.58 -1.28
O -3.93 -0.25 2.21
H -4.23 -1.44 -3.23
N 1.07 2.10 0.43
C -2.07 3.26 3.78
H -1.64 -3.35 -1.32
H -4.52 -5.07 -0.44
H 5.39 0.75 1.13
H 3.34 -3.96 -1.70
H -0.65 0.57 -7.16
H 0.33 -2.71 1.72
C -2.59 -1.87 0.59
H 1.21 6.54 -0.76
H 0.43 -3.76 3.15
H 4.97 0.11 -1.89
H 0.59 -0.93 -5.52
C -0.72 5.04 -1.97
H 2.18 -1.15 5.40
O 1.78 3.72 1.93
H 2.09 1.73 3.95
H 1.34 5.64 0.75
C -3.97 -4.18 -0.17
H -1.04 4.20 -2.59
C -1.48 1.73 -5.51
H 3.65 0.95 4.23
H 3.93 -1.23 1.72
C 3.74 2.56 -2.16
C -2.81 0.07 1.87
H 4.66 -1.03 -0.60
P 2.14 -0.50 3.12
H -5.46 0.78 -1.49
C -0.15 -3.54 2.25
H 5.71 1.83 -0.23
N -1.56 1.94 -4.21
C 2.84 1.09 3.51
C -0.04 -0.10 -5.23
```

Density functional theory data (the ωB97M-V functional and the def2-TZVPD basis) for a cluster of 14 separate species, C78H198N14O25 in total.

F_max = 3.206 eV/A
HOMO level = -7.808 eV
E_tot = -156125.295 eV
frontier orbital gap = 8.2658 eV
relative energy (zero: lowest compared OMol25 entry of this formula, charge and spin) = 494.5 kJ/mol

Geometry as XYZ:
```
315
C78H198N14O25 (the ωB97M-V functional and the def2-TZVPD basis)
H -3.53 1.34 2.19
H 3.91 2.85 -0.19
O -1.52 -2.28 0.48
C -0.64 0.09 -4.89
H 1.49 -7.00 7.74
H 2.76 -8.32 6.25
N -3.67 0.44 -2.66
H 2.71 -5.61 5.44
C -0.25 -0.14 -2.56
H 0.31 4.20 2.91
O 7.38 3.86 -1.21
H 0.28 1.38 8.18
H 1.97 -4.04 4.80
H -3.24 4.64 -2.40
N -6.33 -6.64 3.52
N 0.32 0.11 -0.10
H -2.50 0.94 8.83
N -0.03 3.25 5.30
C -2.05 0.27 8.10
H -1.52 -4.12 -3.46
C -3.60 -0.86 0.50
H -6.13 0.93 -3.34
O -0.47 -0.47 2.63
H 6.25 4.21 6.14
H 6.23 1.61 6.55
H -4.36 -3.71 -3.91
H -8.88 -8.95 3.90
H -0.46 5.78 2.54
C 5.44 -0.13 0.33
H -0.51 -0.23 4.84
H -1.80 -7.25 2.96
C -2.71 3.84 -1.90
C -4.42 -2.74 5.80
C -0.69 5.64 -11.06
H 3.56 -0.29 5.35
H 6.08 -0.63 -0.40
O 3.87 -2.82 5.70
C -0.32 0.74 -1.28
H -2.87 -0.31 7.68
H 2.20 -2.47 -0.75
H 0.68 -6.33 6.32
H -0.19 -0.66 0.31
C 6.71 1.84 0.24
H 1.13 1.89 0.84
H -4.52 -5.24 -0.62
H -3.08 3.74 3.92
H 7.93 4.13 5.62
H 3.50 0.51 3.76
C -0.84 6.04 -2.52
H 3.41 -0.31 1.11
C -4.72 -4.94 -1.65
C -5.65 0.20 -4.00
C -3.51 -4.35 -3.64
C -6.85 -7.98 3.84
H 2.54 4.41 4.30
C 4.57 0.58 -7.49
H -0.19 2.87 -7.99
O 0.61 6.08 -10.70
H 5.62 3.87 -2.26
H 3.48 -0.20 -0.59
H 0.73 -3.51 2.88
C -0.94 -3.42 -0.05
H 7.53 1.44 -0.35
H -1.88 6.96 -9.79
H -2.97 -2.18 -1.08
C -1.27 2.85 4.54
H -4.52 -4.45 3.93
N -0.05 1.97 -8.41
H 5.96 -8.50 2.98
H -3.72 -0.59 -4.46
H -2.90 -5.86 3.37
H -4.10 0.65 -7.99
H 0.32 -1.58 4.20
O -0.74 0.62 -3.62
N -0.45 4.95 -1.56
H 3.30 8.01 -2.17
H -6.09 -3.84 4.21
H 2.70 3.42 -9.91
C -4.54 0.58 3.94
H -1.36 0.92 -1.02
C 5.53 2.46 4.32
H 4.23 -0.39 -7.13
H 1.60 3.47 -1.68
H 2.45 6.42 -11.51
C 5.20 1.10 4.99
H -1.10 6.92 -1.92
H 1.38 2.78 6.59
H -0.14 4.61 1.21
C 0.65 0.36 2.32
H 7.08 4.02 -3.28
H -6.60 -8.62 3.00
H -2.47 4.36 -5.68
H -3.97 1.74 6.28
H -3.58 0.27 4.35
H 5.79 0.28 4.57
H -1.57 -4.29 0.13
C -0.14 -5.25 3.66
H -2.83 -0.97 2.30
H -5.96 -0.79 -3.67
H 2.13 -2.18 1.00
C -2.25 -3.53 -4.01
C -4.91 2.01 5.80
C -0.40 4.72 2.27
H -0.36 5.31 -8.51
H 1.30 -5.06 2.13
N -1.31 5.16 -8.81
H -3.57 -5.23 -4.28
C 6.77 3.35 -0.01
O -8.71 -7.54 5.40
C 4.61 0.48 -3.47
H -2.68 0.63 -2.60
H 0.06 -6.27 3.99
H -1.73 3.32 -7.04
C -5.36 -4.53 4.62
C 4.15 -7.60 4.80
O 2.64 5.57 2.57
C 7.03 3.54 5.78
H -0.57 1.66 1.07
H 0.39 -0.24 -5.05
H -7.07 -6.08 3.11
C -4.12 0.32 -4.02
H -2.24 3.31 -2.73
H -1.20 6.08 -11.91
C 2.85 4.65 0.37
H -6.79 -5.86 5.40
H -0.50 -4.76 4.56
H -1.28 -1.02 -9.56
H -5.21 -2.04 6.09
H 4.20 -0.42 -3.02
O -3.58 2.92 -1.25
H 5.17 -3.10 4.12
H 0.18 5.37 -0.89
H -1.15 2.00 3.88
C -8.40 -7.99 4.09
H -0.47 3.19 -4.44
H -3.99 3.56 0.72
H -6.30 -8.33 4.72
H 5.68 0.30 -3.57
H 2.59 2.01 -3.57
O 6.81 3.00 4.52
O 4.33 1.65 -2.61
O -3.42 -4.71 -2.23
H 5.52 0.35 -7.97
C -3.49 0.76 -7.08
H 0.80 -0.39 -2.73
H -1.81 4.89 4.31
H 0.22 7.11 -4.07
H -3.72 -2.60 6.62
H -5.39 -4.08 -1.59
N -3.76 -0.77 1.96
H 0.89 1.36 5.67
H 0.75 1.14 3.07
C 2.68 3.38 -1.84
H -4.92 4.32 -0.52
H -0.76 -1.10 -2.53
C -2.89 -2.11 0.01
H -4.41 2.42 -4.30
H -5.19 0.91 2.03
H -1.01 -2.92 -5.48
O 3.59 1.07 -8.45
C 0.37 1.12 0.95
H -0.01 -3.50 0.51
H -4.57 -0.79 -0.01
H -6.12 0.24 -4.98
C -1.62 4.27 -0.93
C 0.16 3.48 -5.27
H -2.61 5.44 -10.36
C -2.01 3.94 3.82
H 2.44 8.36 -3.64
O -1.12 -5.28 2.59
H -2.34 -2.50 -3.67
C 6.66 3.58 -2.38
H 2.23 -4.80 8.29
H 1.37 5.48 -12.52
H -0.91 0.84 -5.64
O -1.37 0.97 7.08
H -2.83 1.97 -4.81
C -4.44 3.38 -0.25
H 2.92 -3.71 0.35
H 2.01 -7.76 4.75
O 4.00 -2.08 0.11
H 1.89 0.63 -7.29
H 1.04 -1.83 6.35
H 0.15 1.69 -1.55
H -5.43 0.01 4.20
H 1.08 3.42 -10.45
H 1.34 1.15 -9.63
H -1.33 -0.73 -5.05
H -0.07 -2.29 -9.37
O -0.43 4.49 -6.12
C -2.73 -3.27 -6.37
C -2.11 -6.23 2.72
C 4.38 -3.65 4.62
C 3.76 0.64 4.81
C 1.36 1.92 -8.85
H 7.38 3.71 0.82
C 0.52 2.23 6.21
H 1.04 5.65 -3.62
H 4.46 -2.12 7.43
H 5.18 -3.73 6.93
O 4.33 -8.92 4.22
C 1.68 3.25 -9.56
C -5.93 -5.98 4.75
H 3.81 -4.21 2.54
C 2.59 7.59 -2.89
H -3.13 5.15 -7.82
C -0.34 1.85 7.41
H 4.68 1.53 6.94
H -10.43 -7.45 6.61
C -1.70 5.90 -9.98
H -2.64 -6.30 1.77
H -2.95 -0.04 0.17
H 1.61 -0.16 2.31
H 0.21 2.59 -5.90
C -2.01 -3.00 -7.71
H 0.12 -2.64 7.63
H 3.82 5.65 4.34
C 0.50 6.50 -3.22
H 3.05 1.28 5.34
H -0.70 -3.27 -1.10
H -3.46 -2.96 0.40
H 5.88 -0.29 1.31
H -2.76 -2.83 -8.48
H -5.26 -5.74 -2.16
N 3.16 3.45 -0.49
H -1.35 -0.42 8.56
C 1.40 -4.93 7.59
C 3.14 4.52 1.82
H 2.41 1.30 -2.00
N 2.76 -6.33 6.15
H 5.78 3.78 0.18
H -5.19 3.06 5.93
C 2.80 -7.57 5.47
O -4.87 -4.06 5.87
H 4.18 -6.81 4.05
H 6.65 2.50 -2.57
C -1.77 4.27 -6.51
C 1.06 -4.53 3.05
H 5.46 2.29 3.24
N 5.40 1.06 6.42
H 3.13 -2.78 3.08
H -0.68 4.56 -11.25
H 4.02 0.62 -4.38
H 3.00 6.67 -3.30
C -0.53 -0.93 4.00
H -1.41 -1.56 4.10
H 6.33 -9.08 4.59
H -3.28 -0.24 -6.71
H -0.76 2.72 7.91
O -1.64 4.08 2.49
C 1.42 6.35 -11.86
C 1.56 -6.24 6.96
H -8.81 -7.41 3.25
H -3.38 -4.13 -6.52
C 3.36 -3.79 3.44
H 5.14 1.40 -1.06
H 7.35 2.77 6.49
H 4.80 -4.57 5.01
C -4.24 0.56 2.43
C 2.39 1.47 -7.76
H 1.40 4.11 -8.94
O 1.34 7.27 -2.32
H -1.98 4.87 -0.09
H 2.15 6.07 4.53
H -1.95 2.39 5.27
H -3.90 -2.42 4.90
O -1.16 -1.89 -7.56
H -0.17 4.07 5.87
H 1.81 -2.27 7.75
H 0.50 -5.09 8.17
H -5.20 2.60 -0.15
C -10.15 -7.60 5.57
H -2.57 1.23 -7.41
C -2.09 5.32 -7.56
H -1.94 6.31 -7.14
C 2.98 2.05 -2.55
H -3.31 -2.36 -6.21
H 7.04 1.55 1.24
N 2.19 -4.51 3.93
H 5.78 -10.23 3.35
H 4.20 4.57 2.07
H 3.06 4.27 -2.34
H -5.12 -6.44 5.30
H 5.82 -2.24 6.27
H 1.23 7.30 -12.36
H 1.79 4.92 0.33
C 4.91 -2.72 6.63
H 4.97 -7.48 5.51
H 1.18 3.69 -4.95
H -1.47 -3.89 -8.04
H 4.73 3.19 4.46
N 5.38 1.29 -0.08
H -10.51 -8.59 5.28
C 2.71 -2.65 0.19
C 2.81 5.41 3.98
H -4.02 1.29 -2.25
O -4.34 1.56 -6.19
H 2.53 2.32 -7.10
H -5.78 1.42 6.08
H -10.69 -6.83 5.02
C 5.67 -9.22 3.74
H 3.29 5.51 -0.14
C -3.86 1.62 -4.81
C 4.01 -0.63 0.26
H -1.21 3.35 -0.52
N -1.73 -3.61 -5.36
C 1.05 -2.65 7.07
C -0.59 -1.48 -8.85
O -4.68 1.87 4.38
H -1.67 5.80 -3.18
O 1.32 -3.94 6.58
H 4.71 1.26 -6.65
H 0.17 -0.73 -8.62
H 2.76 3.56 2.18
H -0.72 2.02 -9.17
```

Question: What is the relative energy (zero: lowest compared OMol25 entry of this formula, charge and spin) in the first record?
Answer: 12.4 kJ/mol